Record 1
Below is 14 unconnected molecules or ions with the total composition C33H71N5O41S9 at a distorted geometry, with properties calculated with ωB97M-V/def2-TZVPD.

The geometry in ORCA input format:
```
! wB97M-V def2-TZVPD RIJCOSX def2/J DEFGRID3
* xyz 0 1
C 2.987 -3.335 -3.061
C 2.328 -4.372 -4.034
O 3.163 -5.512 -4.047
S 4.735 -5.115 -3.697
O 5.403 -4.534 -4.863
O 5.420 -6.273 -3.037
O 4.097 -4.024 -2.598
H 2.426 -3.029 -2.178
H 3.221 -2.470 -3.682
H 2.159 -3.996 -5.043
H 1.405 -4.796 -3.638
C -2.674 4.915 4.608
C -2.028 4.866 3.229
O -2.303 3.620 2.595
S -3.590 2.882 3.443
O -3.055 1.784 4.234
O -4.764 2.650 2.612
O -3.834 4.129 4.482
H -2.985 5.902 4.950
H -2.037 4.473 5.374
H -0.942 4.944 3.288
H -2.433 5.732 2.707
C 4.743 -2.706 0.365
C 6.083 -2.970 -0.317
O 6.948 -2.913 0.829
S 6.618 -1.702 1.880
O 7.133 -0.411 1.473
O 6.732 -2.091 3.299
O 5.019 -1.825 1.504
H 4.327 -3.672 0.650
H 4.003 -2.263 -0.301
H 6.382 -2.151 -0.970
H 6.207 -3.900 -0.872
C 3.415 0.043 3.706
C 4.398 1.060 4.434
O 3.541 1.676 5.365
S 2.064 2.030 4.702
O 2.236 3.225 3.866
O 0.930 2.046 5.635
O 2.117 0.586 3.782
H 3.549 -0.894 4.248
H 3.811 -0.023 2.693
H 4.732 1.850 3.761
H 5.262 0.656 4.962
C -3.864 -0.660 1.963
C -3.855 -2.089 1.415
O -4.536 -2.891 2.379
S -5.259 -2.015 3.610
O -4.387 -2.181 4.794
O -6.665 -2.415 3.652
O -5.042 -0.636 2.805
H -3.952 -0.007 1.095
H -2.991 -0.379 2.552
H -2.845 -2.434 1.191
H -4.476 -2.206 0.527
C 5.587 1.170 -1.486
C 4.473 2.074 -2.045
O 3.253 1.357 -1.986
S 3.189 0.533 -0.526
O 2.268 -0.614 -0.594
O 3.101 1.442 0.548
O 4.788 0.102 -0.820
H 6.179 1.703 -0.743
H 6.195 0.644 -2.221
H 4.528 2.542 -3.028
H 4.275 2.907 -1.370
C 0.233 2.948 -4.720
C -0.215 4.307 -4.385
O 0.797 5.158 -4.840
S 2.264 4.496 -4.668
O 2.670 4.754 -3.341
O 3.164 4.849 -5.748
O 1.670 2.941 -4.745
H -0.184 2.597 -5.664
H -0.049 2.338 -3.862
H -0.307 4.429 -3.306
H -1.190 4.449 -4.852
C -0.057 -4.048 0.590
C 1.383 -4.108 1.018
O 1.547 -3.327 2.175
S 0.155 -3.281 3.046
O -0.069 -1.931 3.602
O 0.044 -4.343 4.083
O -0.782 -3.642 1.713
H -0.366 -4.993 0.144
H -0.227 -3.159 -0.018
H 2.080 -3.733 0.268
H 1.637 -5.161 1.138
C -3.871 -1.700 -3.144
C -4.807 -1.489 -4.304
O -6.065 -0.981 -3.715
S -6.000 -0.799 -2.054
O -6.703 -1.895 -1.408
O -6.390 0.580 -1.648
O -4.334 -0.966 -2.073
H -2.886 -1.332 -3.433
H -3.796 -2.776 -2.986
H -5.146 -2.451 -4.689
H -4.375 -0.930 -5.134
C -1.357 -4.373 7.280
C -0.852 -2.935 7.203
O 0.069 -2.495 7.924
N -1.557 -2.117 6.370
C -1.264 -0.700 6.000
H -1.810 -4.602 6.315
H -1.921 -4.623 8.178
H -0.475 -5.014 7.266
H -2.494 -2.426 6.155
H -0.215 -0.695 5.703
H -1.287 -0.089 6.903
H -1.980 -0.295 5.286
C -1.853 -4.263 -3.326
C -0.793 -3.226 -3.535
O -0.071 -2.872 -2.637
N -0.738 -2.684 -4.739
C -0.020 -1.509 -5.157
H -2.552 -4.395 -4.152
H -2.299 -4.053 -2.354
H -1.312 -5.197 -3.175
H -1.310 -3.135 -5.438
H 0.978 -1.840 -5.444
H 0.147 -0.813 -4.334
H -0.439 -1.016 -6.034
C -4.724 1.954 -4.458
C -3.278 1.703 -3.943
O -2.413 1.157 -4.588
N -2.865 2.196 -2.708
C -3.582 2.971 -1.723
H -4.744 2.978 -4.831
H -5.445 1.881 -3.644
H -5.057 1.249 -5.220
H -1.868 2.079 -2.599
H -3.676 4.033 -1.951
H -3.016 2.884 -0.795
H -4.596 2.591 -1.603
C -1.123 0.207 -1.159
C -0.509 1.515 -0.539
O -0.465 2.496 -1.186
N -0.015 1.450 0.705
C -0.091 0.340 1.641
H -0.757 -0.683 -0.646
H -0.732 0.121 -2.172
H -2.198 0.331 -1.284
H 0.537 2.228 1.036
H 0.837 -0.228 1.581
H -0.859 -0.329 1.253
H -0.381 0.676 2.636
C -1.001 5.712 0.125
C 0.498 5.848 0.457
O 0.890 6.881 0.938
N 1.277 4.774 0.121
C 2.609 4.711 0.647
H -1.150 5.568 -0.945
H -1.604 6.603 0.300
H -1.489 4.931 0.709
H 0.796 3.921 -0.128
H 3.383 4.355 -0.034
H 2.634 3.881 1.353
H 2.845 5.542 1.312
*
```

**LUMO energy**: -0.560 eV
**Maximum force**: 5.07 eV/A
**HOMO level**: -8.44 eV

Here are the Mulliken charges for atoms 1 to 8, given in e: number 1, C, carries 0.34; number 2, C, carries 0.19; number 3, O, carries -0.48; number 4, S, carries 1.03; number 5, O, carries -0.55; number 6, O, carries -0.53; number 7, O, carries -0.17; number 8, H, carries -0.29

Record 2
Below is a molecular structure, C33H72F8N7O16S8Sr at a distorted geometry, with properties calculated with ωB97M-V/def2-TZVPD.

The geometry in ORCA input format:
```
! wB97M-V def2-TZVPD RIJCOSX def2/J DEFGRID3
* xyz 1 1
Sr -0.146 2.238 2.633
C 4.781 2.523 -0.869
C 4.691 3.397 -2.068
C 3.286 3.289 -2.675
C 3.091 4.037 -3.969
N 1.646 4.453 -4.115
C 1.308 5.563 -3.077
C 1.193 6.924 -3.792
C 1.781 6.611 -5.147
C 1.340 5.198 -5.393
C 0.629 3.327 -3.993
C 0.646 2.315 -5.118
C -0.523 1.317 -4.929
H 4.306 3.064 -0.043
H 5.739 2.207 -0.456
H 4.192 1.611 -0.981
H 5.419 3.089 -2.828
H 4.872 4.449 -1.834
H 2.525 3.663 -1.986
H 3.052 2.233 -2.835
H 3.312 3.420 -4.840
H 3.643 4.976 -4.003
H 0.328 5.344 -2.657
H 2.042 5.550 -2.276
H 0.163 7.264 -3.882
H 1.805 7.692 -3.326
H 1.445 7.306 -5.918
H 2.866 6.732 -5.107
H 0.255 5.211 -5.508
H 1.722 4.618 -6.232
H -0.321 3.852 -3.909
H 0.785 2.874 -3.013
H 1.536 1.702 -5.263
H 0.438 2.841 -6.051
H -0.577 0.609 -5.755
H -1.462 1.869 -5.008
H -0.479 0.805 -3.969
C -5.646 -1.320 0.350
C -5.955 -1.862 1.767
C -4.625 -2.448 2.333
C -4.945 -3.022 3.714
N -3.668 -3.495 4.441
C -2.756 -2.349 4.857
C -1.358 -2.773 4.341
C -1.435 -4.282 4.231
C -2.831 -4.466 3.669
C -4.111 -4.235 5.717
C -5.183 -3.503 6.513
C -5.397 -4.202 7.845
H -4.863 -0.574 0.221
H -6.506 -0.861 -0.144
H -5.440 -2.191 -0.283
H -6.779 -2.568 1.744
H -6.208 -0.942 2.295
H -3.947 -1.608 2.483
H -4.247 -3.212 1.659
H -5.586 -3.903 3.699
H -5.400 -2.289 4.372
H -2.673 -2.153 5.927
H -3.163 -1.398 4.514
H -0.598 -2.388 5.012
H -1.242 -2.393 3.323
H -1.424 -4.710 5.238
H -0.626 -4.779 3.701
H -3.229 -5.474 3.782
H -2.875 -4.275 2.598
H -3.206 -4.328 6.311
H -4.484 -5.222 5.447
H -6.159 -3.428 6.030
H -4.944 -2.453 6.702
H -5.534 -5.286 7.885
H -6.217 -3.736 8.388
H -4.497 -4.137 8.469
C 1.064 -5.849 -5.170
C 2.238 -4.880 -5.392
C 2.793 -4.154 -4.145
C 1.729 -3.216 -3.605
N 2.044 -2.751 -2.158
C 0.892 -1.813 -1.866
C -0.278 -2.719 -1.452
C 0.308 -4.115 -1.257
C 1.814 -3.924 -1.229
C 3.399 -2.141 -2.089
C 3.608 -0.915 -2.947
C 4.985 -0.362 -2.686
H 0.705 -5.840 -4.137
H 1.337 -6.871 -5.426
H 0.194 -5.590 -5.774
H 1.908 -4.147 -6.132
H 3.066 -5.404 -5.869
H 3.618 -3.613 -4.610
H 3.126 -4.876 -3.403
H 0.671 -3.441 -3.710
H 1.787 -2.286 -4.177
H 1.039 -1.218 -0.959
H 0.745 -1.010 -2.584
H -0.718 -2.349 -0.534
H -1.032 -2.660 -2.238
H -0.155 -4.518 -0.354
H -0.008 -4.879 -1.971
H 2.137 -3.621 -0.233
H 2.418 -4.752 -1.583
H 4.171 -2.903 -2.183
H 3.523 -1.725 -1.083
H 2.904 -0.138 -2.633
H 3.531 -1.156 -4.011
H 5.740 -1.059 -3.073
H 5.189 -0.141 -1.641
H 5.259 0.501 -3.298
N -1.079 1.989 0.474
S -2.165 0.891 -0.110
O -1.658 -0.236 -0.822
O -3.450 1.417 -0.470
F -2.434 0.240 1.352
S -0.513 2.377 -0.926
O -1.455 2.976 -1.829
O 0.567 1.582 -1.456
F 0.326 3.659 -0.499
N -2.008 2.347 4.153
S -2.102 1.968 5.639
O -2.444 0.596 5.974
O -2.486 2.944 6.608
F -0.509 1.996 5.954
S -3.704 2.200 3.754
O -4.491 3.208 4.408
O -4.214 0.885 3.500
F -3.494 2.785 2.298
N 1.137 4.268 2.859
S 1.280 5.491 1.940
O 2.162 5.395 0.799
O 1.300 6.759 2.640
F -0.190 5.477 1.294
S 2.583 4.537 3.751
O 2.371 5.070 5.061
O 3.825 4.842 3.080
F 2.709 2.977 4.106
N 1.529 0.586 2.704
S 2.623 0.605 1.589
O 2.553 -0.322 0.474
O 3.911 1.137 1.895
F 1.907 1.835 0.858
S 2.133 -0.707 3.606
O 3.385 -0.591 4.267
O 1.778 -1.973 3.010
F 1.000 -0.580 4.716
*
```

**LUMO energy**: -2.031 eV
**Maximum force**: 7.98 eV/A
**HOMO level**: -11.55 eV

Here are the Mulliken charges for atoms 1 to 8, given in e: number 1, Sr, carries 3.80; number 2, C, carries -0.52; number 3, C, carries -0.89; number 4, C, carries 2.26; number 5, C, carries -1.51; number 6, N, carries 0.80; number 7, C, carries -0.01; number 8, C, carries -0.72

Record 3
Below is 2 unconnected molecules or ions with the total composition C33H73N4O at a distorted geometry, with properties calculated with ωB97M-V/def2-TZVPD.

The geometry in ORCA input format:
```
! wB97M-V def2-TZVPD RIJCOSX def2/J DEFGRID3
* xyz 1 1
C 4.959 2.115 3.603
C 3.526 2.070 4.147
C 2.498 2.806 3.279
C 1.952 1.964 2.115
C 2.772 2.056 0.819
C 2.653 0.810 -0.082
C 3.970 0.050 -0.262
C 4.382 -0.841 0.921
C 3.991 -2.317 0.756
C 2.506 -2.519 0.486
C 2.033 -3.965 0.628
C 0.689 -4.232 -0.054
C -0.420 -3.258 0.336
C -1.678 -3.380 -0.549
C -1.809 -2.264 -1.591
C -3.249 -2.066 -2.082
C -3.497 -0.667 -2.659
C -3.723 0.442 -1.614
C -4.479 -0.011 -0.360
C -5.313 1.091 0.275
N -6.438 0.606 1.170
C -7.737 1.245 0.864
C -8.924 0.493 1.457
C -8.929 -1.005 1.093
C -6.114 0.501 2.467
N -6.615 1.330 3.384
N -5.276 -0.455 2.968
C -5.098 -1.754 2.281
C -5.484 -2.919 3.193
C -5.827 -4.130 2.336
O -4.447 -3.248 4.104
H 5.095 1.375 2.811
H 5.165 3.091 3.156
H 5.692 1.918 4.385
H 3.509 2.485 5.158
H 3.217 1.023 4.237
H 2.959 3.707 2.858
H 1.659 3.110 3.909
H 0.922 2.278 1.910
H 1.887 0.919 2.442
H 3.817 2.279 1.049
H 2.386 2.909 0.254
H 2.306 1.122 -1.071
H 1.871 0.156 0.316
H 4.765 0.779 -0.441
H 3.901 -0.559 -1.170
H 5.472 -0.815 0.996
H 3.961 -0.481 1.866
H 4.252 -2.832 1.686
H 4.598 -2.750 -0.046
H 2.227 -2.149 -0.508
H 1.955 -1.892 1.198
H 2.785 -4.613 0.166
H 1.983 -4.255 1.682
H 0.360 -5.237 0.229
H 0.823 -4.260 -1.142
H -0.701 -3.449 1.377
H -0.071 -2.223 0.283
H -1.680 -4.353 -1.049
H -2.559 -3.362 0.106
H -1.211 -2.550 -2.461
H -1.393 -1.326 -1.207
H -3.948 -2.329 -1.283
H -3.440 -2.786 -2.882
H -4.307 -0.699 -3.390
H -2.596 -0.397 -3.218
H -2.774 0.900 -1.327
H -4.297 1.246 -2.088
H -3.741 -0.340 0.373
H -5.138 -0.854 -0.569
H -4.684 1.757 0.873
H -5.793 1.703 -0.487
H -7.842 1.222 -0.221
H -7.755 2.299 1.162
H -9.824 0.968 1.065
H -8.950 0.614 2.541
H -8.073 -1.281 0.473
H -9.824 -1.265 0.529
H -8.937 -1.640 1.979
H -6.967 0.988 4.265
H -6.676 2.324 3.218
H -4.387 -0.017 3.191
H -4.049 -1.868 2.000
H -5.683 -1.798 1.367
H -6.354 -2.606 3.780
H -5.983 -5.006 2.962
H -6.708 -3.936 1.721
H -4.989 -4.338 1.663
H -3.599 -2.901 3.798
C 4.543 1.499 -4.103
C 5.429 2.553 -3.456
N 6.837 2.207 -3.493
C 7.659 3.025 -2.618
C 7.763 4.525 -2.915
C 7.382 1.932 -4.812
C 7.259 3.023 -5.883
H 4.746 0.516 -3.675
H 3.494 1.742 -3.923
H 4.679 1.442 -5.183
H 5.147 2.645 -2.403
H 5.213 3.530 -3.918
H 8.663 2.593 -2.598
H 7.266 2.903 -1.602
H 8.375 4.728 -3.793
H 8.233 5.032 -2.070
H 6.783 4.979 -3.066
H 6.902 1.027 -5.193
H 8.434 1.663 -4.686
H 6.249 3.434 -5.929
H 7.482 2.599 -6.863
H 7.953 3.846 -5.720
*
```

**LUMO energy**: -3.592 eV
**Maximum force**: 1.51 eV/A
**HOMO level**: -9.20 eV

Here are the Mulliken charges for atoms 1 to 8, given in e: number 1, C, carries -0.93; number 2, C, carries -0.37; number 3, C, carries -0.90; number 4, C, carries -0.37; number 5, C, carries -0.76; number 6, C, carries -0.23; number 7, C, carries -0.45; number 8, C, carries -0.54

Respective orbital gap values: 7.9; 9.5; 5.6 eV.
Respective calculated total energy values: -224276.2885; -187828.4078; -43406.7447 eV.